The following is a quantum chemistry calculation of a 13-piece molecular cluster, C85H180F12N9O12S4 overall at a distorted geometry, from OMol25.

Net charge: +5
Highest occupied orbital energy (Ha): -0.5700
DFT total energy (Eh): -7531.94479
Strongest force on any atom (Eh/bohr): 0.103

XYZ file:
```
302
C85H180F12N9O12S4 | OMol25 | ωB97M-V/def2-TZVPD
S 21.253 23.584 15.747
S 25.141 19.113 19.326
S 25.208 14.051 12.394
S 19.297 14.704 15.710
F 24.648 16.477 11.734
F 16.654 15.098 15.722
F 17.810 16.405 17.055
F 27.880 19.036 19.530
F 23.234 15.023 10.888
F 18.786 24.215 16.070
F 19.750 25.472 14.609
F 27.013 17.211 18.726
F 20.136 25.831 16.681
F 25.276 15.207 10.071
F 27.125 18.971 17.536
F 17.443 14.355 17.570
O 21.320 23.107 17.106
O 20.789 22.476 14.935
O 19.004 13.301 15.654
O 20.382 15.063 16.679
O 25.265 19.169 20.742
O 22.319 24.357 15.184
O 24.937 20.331 18.629
O 19.371 15.425 14.446
O 25.270 12.802 11.644
O 24.331 18.043 18.826
O 24.203 14.052 13.491
O 26.457 14.551 12.793
N 22.471 25.403 10.287
N 20.275 26.145 21.780
N 19.793 11.946 11.064
N 21.776 18.846 15.813
N 28.218 23.902 18.315
N 24.500 16.530 23.365
N 28.074 14.415 16.122
N 19.203 10.505 18.751
N 13.474 21.934 15.072
C 23.872 25.027 9.998
C 14.091 23.084 15.757
C 20.549 23.905 20.581
C 21.022 12.466 10.278
C 29.414 15.042 15.637
C 20.993 24.780 21.734
C 23.147 27.741 11.078
C 13.887 21.995 13.614
C 26.769 23.457 16.273
C 26.958 23.859 19.204
C 20.416 12.664 19.273
C 26.840 18.618 18.747
C 25.570 14.481 17.729
C 23.974 15.952 22.097
C 9.767 21.592 16.302
C 23.184 17.119 14.568
C 29.383 23.380 19.150
C 22.312 17.435 15.781
C 23.219 29.209 10.694
C 28.027 23.010 17.027
C 17.741 15.192 16.536
C 15.834 20.401 13.980
C 30.415 21.300 20.249
C 24.262 18.124 14.435
C 29.398 21.818 19.245
C 21.410 10.414 12.291
C 22.391 17.588 24.309
C 19.945 24.865 15.805
C 19.017 9.104 19.225
C 26.754 13.737 18.254
C 19.112 10.867 10.270
C 21.431 23.248 9.479
C 30.707 15.829 13.645
C 23.785 19.539 14.374
C 22.526 10.945 11.386
C 21.943 11.362 10.001
C 28.050 14.236 17.633
C 25.648 14.982 16.286
C 18.815 13.108 11.195
C 20.939 22.878 10.853
C 26.757 17.727 24.018
C 19.687 10.426 17.327
C 11.296 21.774 16.500
C 26.998 15.450 15.834
C 22.884 19.898 15.556
C 22.368 28.206 19.196
C 22.028 27.074 20.207
C 20.630 18.987 14.845
C 20.453 17.767 18.999
C 21.992 24.971 11.722
C 15.494 20.378 15.437
C 18.846 25.849 21.906
C 23.131 15.437 25.222
C 17.844 11.058 18.750
C 20.540 27.048 20.568
C 25.987 16.905 23.055
C 28.127 18.242 23.422
C 24.579 15.227 11.198
C 14.037 20.599 15.698
C 11.960 21.930 15.138
C 16.684 14.211 11.791
C 24.498 15.560 24.574
C 20.085 18.521 17.713
C 21.569 24.704 9.325
C 27.979 13.098 15.388
C 21.734 13.181 19.773
C 25.626 23.875 18.472
C 21.950 23.432 11.891
C 23.724 17.823 23.639
C 21.240 19.319 17.187
C 20.755 26.815 23.078
C 22.465 16.731 25.602
C 19.058 23.610 20.687
C 17.079 9.780 20.734
C 25.528 23.231 17.097
C 17.629 13.012 12.065
C 18.296 8.946 20.572
C 20.251 11.223 19.596
C 17.284 11.207 20.194
C 15.391 21.783 13.411
C 28.469 25.334 17.891
C 20.249 11.466 12.455
C 29.568 14.928 14.140
C 22.231 27.002 10.161
C 18.292 24.859 20.793
H 23.351 10.258 11.294
H 26.791 13.727 19.326
H 17.109 15.207 11.958
H 21.772 27.119 22.975
H 16.692 9.797 21.797
H 23.912 23.984 9.841
H 21.163 27.070 10.401
H 28.348 15.215 17.937
H 18.545 13.297 10.164
H 23.682 18.333 22.679
H 31.687 15.693 14.199
H 19.765 11.415 16.894
H 26.754 22.870 15.380
H 18.166 10.647 10.742
H 9.311 21.510 17.278
H 22.889 15.805 22.181
H 19.413 14.035 11.332
H 25.953 17.382 22.080
H 29.565 21.472 18.220
H 20.813 21.840 10.935
H 21.475 16.523 26.030
H 20.879 24.321 22.719
H 28.869 13.582 17.950
H 21.495 17.340 18.937
H 21.217 10.648 19.381
H 20.403 12.950 18.264
H 19.651 13.239 19.728
H 19.386 10.975 12.949
H 19.070 9.206 21.386
H 13.641 20.571 16.720
H 26.818 17.076 24.915
H 13.432 23.942 15.491
H 22.066 24.893 21.746
H 28.933 23.163 16.485
H 24.334 18.383 24.349
H 24.938 15.855 16.081
H 22.939 23.012 11.705
H 28.672 15.127 13.561
H 17.221 10.319 18.221
H 23.865 29.366 9.833
H 22.741 11.538 9.302
H 20.030 11.166 20.669
H 16.053 21.105 16.031
H 20.961 25.321 11.887
H 21.483 16.787 15.745
H 18.274 25.380 19.848
H 21.595 23.250 12.920
H 16.436 14.157 10.758
H 30.358 23.671 18.656
H 22.289 26.025 19.890
H 17.778 12.911 13.136
H 18.988 23.037 21.626
H 18.421 8.631 18.466
H 24.934 17.976 15.348
H 28.012 18.874 22.563
H 15.630 21.699 12.305
H 11.718 20.873 17.068
H 28.823 17.449 23.138
H 21.851 25.035 8.346
H 25.309 15.914 25.261
H 26.471 15.956 22.955
H 19.938 8.634 19.236
H 16.035 22.621 13.708
H 13.545 22.963 13.227
H 23.211 19.687 13.415
H 24.797 14.607 24.149
H 19.816 10.088 10.152
H 22.691 25.506 12.367
H 11.476 22.627 17.107
H 22.396 22.774 9.161
H 23.587 16.126 14.537
H 28.606 18.804 24.276
H 22.962 11.917 11.733
H 24.132 25.512 9.094
H 25.187 24.921 18.426
H 20.945 18.999 13.783
H 13.461 19.831 15.207
H 30.972 15.720 12.605
H 22.466 20.863 15.567
H 17.289 24.566 21.065
H 18.727 25.371 22.877
H 18.666 23.019 19.870
H 30.474 21.694 21.218
H 21.993 18.595 24.582
H 20.023 23.363 11.020
H 16.918 20.307 13.821
H 23.468 29.871 11.512
H 30.291 20.242 20.392
H 23.435 28.237 19.003
H 27.067 12.624 15.684
H 15.841 13.910 12.393
H 19.943 18.210 15.089
H 27.083 24.624 20.050
H 15.354 19.610 13.381
H 11.556 22.811 14.626
H 29.714 13.817 13.894
H 14.087 22.911 16.834
H 20.551 25.252 9.432
H 22.619 27.335 21.078
H 22.904 17.226 16.705
H 21.806 28.051 18.321
H 24.111 27.292 11.190
H 24.645 13.856 17.835
H 20.556 12.821 9.402
H 21.207 23.032 20.508
H 25.397 15.380 18.268
H 26.860 24.506 15.921
H 20.097 27.966 20.970
H 22.202 29.433 10.388
H 18.278 26.776 21.927
H 24.872 23.330 19.030
H 30.266 14.571 16.142
H 16.326 11.737 20.130
H 22.000 29.168 19.591
H 24.580 23.541 16.630
H 17.993 7.917 20.660
H 24.607 20.262 14.389
H 18.978 9.810 16.812
H 22.937 17.247 26.420
H 26.257 18.643 24.289
H 26.976 22.847 19.579
H 19.202 19.229 17.934
H 29.351 23.834 20.172
H 11.688 21.091 14.484
H 20.055 19.907 15.059
H 29.377 16.056 15.917
H 24.169 16.729 21.373
H 15.052 23.358 15.372
H 27.006 15.572 14.708
H 19.791 17.807 16.929
H 21.465 10.574 9.478
H 16.245 9.368 20.121
H 20.517 18.329 19.922
H 29.086 25.326 16.992
H 13.301 21.249 13.108
H 20.690 22.867 8.763
H 9.547 20.747 15.707
H 22.058 19.208 17.886
H 24.427 14.963 21.946
H 20.599 26.059 23.849
H 27.948 21.927 17.220
H 17.026 12.160 11.764
H 28.870 12.491 15.563
H 22.779 27.730 12.088
H 22.429 27.182 9.087
H 19.824 16.893 19.092
H 20.547 12.322 13.059
H 21.007 9.489 11.841
H 17.902 12.004 18.280
H 22.436 15.007 24.465
H 26.776 12.693 17.948
H 24.499 25.305 10.853
H 27.860 13.321 14.338
H 9.503 22.547 15.838
H 21.360 13.345 10.785
H 20.208 27.721 23.258
H 24.827 17.867 13.543
H 25.476 22.167 17.221
H 21.775 17.216 23.525
H 15.710 19.413 15.858
H 21.054 20.362 16.889
H 28.942 25.976 18.642
H 28.409 21.412 19.540
H 17.947 11.763 20.861
H 20.599 9.841 17.410
H 27.543 25.854 17.690
H 21.698 10.077 13.292
H 23.503 19.764 16.444
H 18.929 11.379 9.320
H 20.777 24.346 19.615
H 19.894 26.757 19.743
H 22.495 17.098 13.716
H 27.365 16.392 16.220
H 22.172 12.568 20.652
H 22.425 13.113 18.945
H 31.417 21.386 19.851
H 23.160 14.667 26.027
H 21.624 14.245 20.026
H 25.313 14.184 15.571
H 30.484 16.887 13.853
```

Mulliken population analysis, charges in e, atoms 1 to 99: atom 1 (S): 0.91, atom 2 (S): 0.72, atom 3 (S): 0.97, atom 4 (S): 0.62, atom 5 (F): -0.20, atom 6 (F): -0.23, atom 7 (F): -0.19, atom 8 (F): -0.22, atom 9 (F): -0.19, atom 10 (F): -0.20, atom 11 (F): -0.19, atom 12 (F): -0.21, atom 13 (F): -0.20, atom 14 (F): -0.22, atom 15 (F): -0.22, atom 16 (F): -0.23, atom 17 (O): -0.22, atom 18 (O): -0.71, atom 19 (O): -0.59, atom 20 (O): -0.32, atom 21 (O): -0.63, atom 22 (O): -0.58, atom 23 (O): -0.46, atom 24 (O): -0.52, atom 25 (O): -0.64, atom 26 (O): -0.48, atom 27 (O): -0.68, atom 28 (O): -0.61, atom 29 (N): 0.01, atom 30 (N): -0.01, atom 31 (N): 0.24, atom 32 (N): 0.78, atom 33 (N): 0.52, atom 34 (N): 0.75, atom 35 (N): 0.73, atom 36 (N): 0.40, atom 37 (N): 0.25, atom 38 (C): -1.04, atom 39 (C): -1.02, atom 40 (C): 0.11, atom 41 (C): -1.06, atom 42 (C): -0.78, atom 43 (C): -1.25, atom 44 (C): -0.21, atom 45 (C): -0.66, atom 46 (C): -1.04, atom 47 (C): -0.59, atom 48 (C): 0.73, atom 49 (C): 0.27, atom 50 (C): 0.67, atom 51 (C): -0.97, atom 52 (C): -1.33, atom 53 (C): -1.53, atom 54 (C): -0.64, atom 55 (C): 1.48, atom 56 (C): -1.43, atom 57 (C): -0.51, atom 58 (C): 0.35, atom 59 (C): -0.57, atom 60 (C): -1.73, atom 61 (C): 0.52, atom 62 (C): 0.49, atom 63 (C): -1.01, atom 64 (C): -0.86, atom 65 (C): 0.19, atom 66 (C): -0.80, atom 67 (C): -1.00, atom 68 (C): -0.99, atom 69 (C): -0.72, atom 70 (C): -1.52, atom 71 (C): -1.13, atom 72 (C): -0.20, atom 73 (C): -1.04, atom 74 (C): -1.11, atom 75 (C): 1.45, atom 76 (C): -0.89, atom 77 (C): -0.85, atom 78 (C): -0.14, atom 79 (C): -0.95, atom 80 (C): -0.19, atom 81 (C): -1.33, atom 82 (C): 1.09, atom 83 (C): -1.49, atom 84 (C): 0.05, atom 85 (C): -0.77, atom 86 (C): -1.18, atom 87 (C): -0.76, atom 88 (C): -0.50, atom 89 (C): -0.68, atom 90 (C): -0.51, atom 91 (C): -0.29, atom 92 (C): -0.62, atom 93 (C): -0.10, atom 94 (C): -1.36, atom 95 (C): 0.47, atom 96 (C): -0.90, atom 97 (C): -0.79, atom 98 (C): -1.61, atom 99 (C): -0.56